[1]
DFT (the ωB97M-V functional and the def2-TZVPD basis) results for a molecular structure, C28H78F6HfN4O21S2.

Output
E_LUMO (alpha / beta) (eV): -5.62 / -5.30
Gap between HOMO and LUMO (alpha / beta) (eV): 3.9 / 4.2
Electronic energy (eV): -118526.293
Multiplicity: 2
Charge: +1

Positions of all 140 atoms, in Å:
C 8.038 -3.787 -8.585
H 7.973 -2.755 -8.239
C 12.303 -5.390 -15.312
N 11.996 -4.238 -2.214
C 11.573 -4.161 -0.825
H 15.863 -4.151 -9.050
H 4.447 -5.691 -6.374
F 14.170 -1.475 -11.102
Hf 16.240 -5.868 -11.576
N 6.776 -4.494 -8.654
H 13.198 -10.440 -12.551
H 9.292 -0.682 -0.191
H 10.396 -0.987 1.236
O 9.961 1.351 -8.705
H 11.584 0.740 -7.597
H 8.549 -4.166 -16.841
H 11.838 2.156 -8.651
H 10.720 -1.497 -14.533
H 2.156 -5.948 -7.582
H 5.395 -6.608 -7.597
H 11.007 -5.069 -0.613
O 13.444 -6.656 -7.839
C 15.739 -7.795 -7.007
H 11.423 -10.523 -12.869
H 9.599 -3.626 -12.322
H 15.918 -3.566 -13.590
F 15.484 -9.044 -7.620
O 10.946 -6.144 -8.315
H 6.816 -5.083 -6.523
C 9.268 -2.702 -11.847
O 14.257 -7.618 -11.717
C 8.645 -4.950 -16.089
O 12.350 -3.628 -12.308
H 11.080 -6.600 -12.411
H 5.718 -3.707 -6.935
O 7.262 5.174 -7.387
C 8.109 5.415 -6.348
O 16.353 -3.878 -12.796
H 11.344 -4.028 -16.753
H 11.228 -5.435 -8.892
H 9.578 4.439 -5.198
H 8.366 3.396 -5.678
H 3.037 -7.045 -8.552
H 13.535 -7.875 -12.290
H 12.801 0.356 -15.817
H 11.439 2.737 -6.122
H 11.760 -6.498 -7.954
O 16.376 -4.098 -9.856
H 17.020 -0.719 -11.586
H 13.355 -2.106 -6.680
C 11.154 -6.585 -13.498
H 13.912 -2.165 -4.099
C 12.519 -2.990 -2.691
C 9.934 0.154 -9.500
H 7.767 5.784 -5.382
H 10.952 0.105 0.053
C 10.317 -0.773 0.170
F 14.313 -2.433 -9.116
H 12.693 -4.953 -2.366
H 12.334 -4.200 -0.046
H 8.735 6.227 -6.717
H 11.791 -2.182 -2.766
H 8.605 -4.358 -7.850
H 6.635 3.260 -7.877
H 9.916 -0.739 -8.874
O 8.340 -2.902 -10.776
C 2.821 -5.981 -8.445
F 17.098 -7.716 -6.926
H 6.058 3.909 -6.338
H 10.381 -8.508 -13.708
H 7.853 -5.685 -16.228
H 12.276 -6.344 -15.839
H 5.409 4.570 -7.888
S 14.874 -6.412 -8.119
H 17.600 -1.857 -10.773
H 13.213 -2.698 -1.903
C 12.297 -0.292 -14.056
O 17.145 -1.668 -11.594
C 8.754 -3.936 -9.919
H 13.162 -4.804 -15.641
C 10.794 -0.435 -14.297
H 9.342 3.505 -8.050
H 14.150 -8.163 -10.937
C 10.583 -3.017 -0.529
C 12.365 -10.044 -13.133
C 13.498 -2.278 -10.244
H 12.111 -4.781 -13.405
F 15.189 -7.865 -5.784
O 14.306 -4.687 -11.356
C 11.326 -8.028 -13.964
H 8.812 -2.063 -12.603
H 8.488 -4.396 -15.164
H 11.568 -8.174 -15.017
H 8.632 -4.902 -10.408
C 6.132 -4.662 -7.259
C 11.140 1.660 -7.978
O 4.020 -5.188 -8.335
H 10.474 0.147 -15.161
O 15.040 -6.009 -13.618
H 15.236 -6.643 -14.308
O 11.195 -1.721 -0.481
O 12.367 -8.636 -13.171
H 10.179 -2.199 -11.522
H 9.821 -3.873 -9.707
O 15.287 -6.617 -9.521
H 10.113 -3.231 0.431
O 10.003 -5.575 -16.080
H 16.731 -3.090 -12.405
H 10.118 -0.353 -13.446
H 10.841 0.066 -10.097
C 10.610 2.542 -6.802
O 12.972 -0.433 -15.297
H 9.980 1.880 -6.209
H 12.792 -0.900 -13.299
O 12.236 -2.992 -5.156
H 12.501 0.752 -13.822
H 6.131 -4.048 -9.290
C 9.009 4.174 -6.090
C 13.239 -3.018 -4.020
H 9.754 -3.097 -1.232
H 13.511 -3.814 -6.630
H 2.221 -5.647 -9.292
C 12.790 -3.013 -6.465
H 13.857 -3.906 -4.146
H 10.760 -3.933 -15.085
S 13.039 -3.972 -11.075
C 11.070 -4.615 -15.877
H 9.070 0.085 -10.162
H 12.472 -10.368 -14.168
H 16.998 -3.388 -9.698
N 9.882 3.785 -7.245
O 12.207 -4.768 -10.186
F 12.400 -1.645 -9.850
H 14.174 -5.669 -13.843
C 4.949 -5.647 -7.340
O 15.345 -5.071 -7.682
H 10.233 -6.113 -13.840
H 11.988 -3.144 -7.192
N 12.237 -5.681 -13.847
C 6.280 4.160 -7.376

Cartesian forces (eV/Å) of the 6 atoms listed first:
-0.117 -1.683 -0.270
0.102 0.345 -0.227
-1.907 -0.174 -0.428
-0.864 -0.211 -0.351
-1.036 -0.188 0.157
-0.956 -0.805 1.375

[2]
DFT (the ωB97M-V functional and the def2-TZVPD basis) results for a molecular structure, C54H56BF3O3SSbV.

Output
E_LUMO (alpha / beta) (eV): -2.40 / -2.25
Gap between HOMO and LUMO (alpha / beta) (eV): 7.8 / 8.0
Electronic energy (eV): -114934.489
Multiplicity: 4
Charge: +1
Relative energy (zero: lowest compared OMol25 entry of this formula, charge and spin) (kJ/mol): 0.0

Positions of all 120 atoms, in Å:
H 5.215 -3.724 -4.108
C 4.887 -0.406 1.363
C -0.566 4.782 -0.680
C -1.006 -2.051 4.703
C 4.169 -3.862 -3.871
H -1.354 -2.744 5.456
C -0.609 5.583 1.681
C 2.122 -5.111 -4.200
C -2.974 3.557 0.057
C 2.907 0.048 0.139
H -3.669 -0.037 -5.053
C -1.986 1.166 -4.421
H -1.082 5.730 -0.853
H -4.525 1.841 -1.367
O -1.282 -1.233 1.127
C -1.466 -2.213 3.400
C -3.466 0.877 -4.498
H 0.561 -3.122 6.728
H -2.855 3.551 -5.786
C 1.275 -0.731 -4.841
C -3.105 1.686 1.708
H 3.699 -3.243 0.022
H -0.262 4.897 -4.585
C -2.513 3.593 -4.749
C 3.958 0.511 0.915
H 0.798 4.337 4.492
H 5.569 -2.429 1.422
H 1.634 2.683 2.852
F 4.089 -5.690 -5.334
C 0.289 0.336 -4.440
H 4.059 -2.225 -2.512
C 0.884 -3.822 1.127
H -3.792 4.140 -0.371
C 0.457 4.113 -4.377
H 1.931 -0.335 -5.617
C -4.256 1.448 -0.392
H 1.920 -1.074 -4.037
H 0.254 4.714 -1.393
C -0.790 -5.484 1.429
C 2.163 -3.236 -2.673
C 3.459 -4.885 -4.466
C 4.811 -1.752 1.055
H -1.490 -0.020 7.182
C 1.255 0.258 6.773
C -0.144 2.730 -4.355
H 2.452 2.733 -3.527
C -3.636 0.475 2.133
H -0.635 6.205 3.730
H 1.233 4.184 -5.141
F 5.902 0.024 2.125
O -0.973 2.211 -1.119
H 2.767 1.032 -3.837
C 2.232 1.906 -4.203
H -1.977 -1.631 -5.395
H -3.908 0.746 -3.504
C -1.093 0.085 -4.395
C -1.384 -5.158 0.224
C 0.363 -0.958 6.526
C 1.011 3.504 2.528
C 0.327 -3.478 -0.099
F -1.337 -6.459 2.175
H 0.949 4.356 -3.431
C -0.272 5.474 3.021
H 4.061 1.555 1.179
C -3.431 2.184 0.453
H 2.666 2.169 -5.172
H -1.302 -3.873 -1.464
H -0.524 -0.715 8.488
H 1.492 -2.193 7.905
Sb 1.133 -1.955 -1.333
V -0.488 0.336 -1.461
H -3.390 0.093 3.114
C 0.535 4.428 3.446
B -0.539 -0.140 0.623
C 2.784 -1.299 -0.189
C 1.480 -4.277 -3.299
H 0.720 1.194 6.597
H -1.458 -1.766 7.433
C -0.816 -4.146 -0.532
C -4.474 -0.245 1.296
H -5.422 -0.334 -0.627
H 2.147 0.247 6.145
C -4.772 0.232 0.027
H -4.895 -1.183 1.633
C 0.680 3.617 1.187
C 0.330 -4.833 1.900
H -2.445 2.251 2.356
H 0.780 -1.607 -5.252
C -0.108 -1.040 5.073
H -2.270 -5.687 -0.098
O 0.180 0.430 1.698
C 3.755 -2.189 0.273
H 2.164 0.766 -0.197
H -1.235 6.403 1.350
H 0.435 -4.467 -3.083
C -1.518 2.488 -4.479
H -2.556 4.100 0.904
C -0.142 4.653 0.754
H 1.745 -3.293 1.515
H 1.609 -5.927 -4.689
C -0.995 -1.321 2.463
H -3.399 3.510 -4.123
H 0.747 -5.106 2.859
C -1.627 -1.329 -4.404
S -1.733 3.528 -1.272
H -2.475 -1.438 -3.726
H -2.158 -3.001 3.134
C 0.749 1.651 -4.298
H 1.590 0.258 7.811
H 2.045 -2.309 6.230
H 1.028 0.656 4.326
C 1.162 -2.223 6.865
H -2.104 4.584 -4.589
C 3.507 -3.035 -2.973
H 1.059 2.892 0.480
H -0.867 -2.046 -4.098
C -0.852 -0.861 7.458
C -0.117 -0.319 2.809
C 0.345 -0.148 4.098
H -4.014 1.675 -4.989

Cartesian forces (eV/Å) of the 6 atoms listed first:
0.011 0.001 -0.007
0.028 0.004 0.016
-0.011 0.070 0.148
0.039 -0.007 -0.028
-0.031 0.026 0.026
-0.015 -0.018 0.012

[3]
DFT (the ωB97M-V functional and the def2-TZVPD basis) results for 2 unconnected molecules or ions with the total composition C3H9NO2.

Output
E_LUMO (eV): 0.61
Gap between HOMO and LUMO (eV): 10.5
Electronic energy (eV): -8840.751
Structure (SMILES): C[C@@H](N)C=O.O
Relative energy (zero: lowest compared OMol25 entry of this formula, charge and spin) (kJ/mol): 212.7

Positions of all 15 atoms, in Å:
H 1.593 0.038 -1.860
C -1.019 0.237 -0.581
N 0.598 1.951 -0.452
H 0.119 2.250 -1.305
O -1.758 -2.276 2.440
H -1.381 -1.533 1.920
H 0.278 2.648 0.313
H 1.537 -1.285 -0.661
C 1.447 -0.196 -0.819
O -1.822 -0.574 -0.116
C 0.309 0.555 -0.058
H 0.257 0.419 1.106
H -1.483 -3.115 2.027
H -1.123 0.672 -1.590
H 2.448 0.207 -0.362

Cartesian forces (eV/Å) of the 6 atoms listed first:
-0.759 0.210 -0.456
-1.525 -3.041 -0.256
-0.741 2.470 2.600
0.112 -0.373 0.279
0.449 0.086 -0.198
-0.473 -0.999 0.087

[4]
DFT (the ωB97M-V functional and the def2-TZVPD basis) results for 5 unconnected molecules or ions with the total composition CH11O4S.

Output
E_LUMO (eV): 3.69
Gap between HOMO and LUMO (eV): 7.2
Electronic energy (eV): -20242.729
Charge: -1
Relative energy (zero: lowest compared OMol25 entry of this formula, charge and spin) (kJ/mol): 18.6

Positions of all 17 atoms, in Å:
H 0.304 -1.468 -0.357
O -2.179 -1.146 1.955
H -1.394 -1.701 1.885
O 0.246 2.191 1.230
H 1.197 -1.463 1.297
O -1.858 0.669 -0.147
H 0.489 0.108 -3.517
H 0.677 3.035 1.145
H -2.069 -0.466 1.255
H -1.070 1.118 0.222
O 0.108 0.421 -2.694
H 0.895 0.556 -2.092
S 2.150 0.052 -0.422
C 1.232 -1.406 0.195
H -1.442 0.333 -0.963
H 1.794 -2.316 -0.037
H 0.920 1.483 1.046

Cartesian forces (eV/Å) of the 6 atoms listed first:
-0.559 -0.109 0.487
0.017 -0.007 0.022
-0.046 0.179 -0.076
-0.235 -0.955 0.374
-0.668 0.454 -0.381
0.995 -0.004 -0.369

[5]
DFT (the ωB97M-V functional and the def2-TZVPD basis) results for a molecular structure, C17H31Cl3FeO2P2.

Output
E_LUMO (alpha / beta) (eV): -0.37 / -0.35
Gap between HOMO and LUMO (alpha / beta) (eV): 5.6 / 7.0
Electronic energy (eV): -112753.063
Multiplicity: 5
Relative energy (zero: lowest compared OMol25 entry of this formula, charge and spin) (kJ/mol): 0.0

Positions of all 56 atoms, in Å:
C -0.501 1.979 5.503
Cl 1.457 0.126 6.266
H -2.176 -1.270 -4.324
C 0.895 -1.521 -3.006
H -1.129 2.227 -2.283
C -1.833 1.904 1.666
H 1.626 -3.610 1.834
H -1.511 -0.798 2.990
H -2.409 1.072 1.227
C -0.440 -1.520 -3.159
C 0.965 1.711 6.101
H 2.830 -0.768 -3.427
H 1.918 -1.215 -4.874
H -1.008 -4.133 1.793
C 1.828 -0.744 -3.877
H -1.059 -2.258 -2.623
C -0.653 1.454 -2.899
H -2.167 2.108 2.692
Cl 2.049 2.982 6.155
C -0.233 0.739 -0.102
H -2.583 0.675 -3.212
C 1.417 0.731 -4.117
C -0.647 -0.722 0.010
C -0.653 -1.483 3.042
H 1.806 -3.148 0.131
H 0.827 0.804 -5.045
C 0.687 1.386 -2.979
Fe 1.437 -0.231 0.669
C 0.636 3.161 1.536
C 1.679 -2.742 1.153
O -1.143 2.671 6.296
H 2.342 1.308 -4.288
H -1.909 2.802 1.032
O -0.753 1.447 4.401
H -0.978 1.386 -0.590
H -0.965 -2.411 3.557
H 1.367 -2.239 -2.331
H 2.593 -2.208 1.448
H -0.723 -0.692 -5.149
Cl 3.183 0.386 1.812
H 0.547 3.687 2.502
H -0.524 -1.227 -0.945
P 0.016 -1.977 1.411
H 0.751 0.893 -0.632
H 0.110 -1.014 3.665
H -1.711 -0.748 0.289
P -0.036 1.475 1.709
C -1.626 0.718 -3.755
H 1.701 3.076 1.270
H 1.323 1.957 -2.289
H 0.043 3.682 0.761
H -0.562 -3.887 0.092
H -2.034 -3.136 0.766
C -1.226 -0.725 -4.170
H -1.838 1.291 -4.675
C -1.000 -3.411 0.973

Cartesian forces (eV/Å) of the 6 atoms listed first:
1.638 0.118 1.617
0.749 -1.123 0.062
0.451 0.210 -0.162
-0.915 -0.586 -0.654
0.368 -0.480 0.121
-0.047 -0.082 0.491

[6]
DFT (the ωB97M-V functional and the def2-TZVPD basis) results for a molecular structure, C35H38IrNO2P2S.

Output
E_LUMO (eV): -6.10
Gap between HOMO and LUMO (eV): 7.6
Electronic energy (eV): -74737.508
Charge: +2
Relative energy (zero: lowest compared OMol25 entry of this formula, charge and spin) (kJ/mol): 0.0

Positions of all 80 atoms, in Å:
C 0.890 3.856 1.866
C 1.083 2.589 4.324
C -0.023 -3.126 -1.651
C 0.239 -3.706 -2.881
H 3.562 4.590 -3.725
N -2.453 -0.888 0.325
H -3.328 2.280 -2.180
C -4.226 -2.461 0.438
C -2.786 -0.434 1.545
H -1.305 4.068 -1.310
H -0.159 0.823 -3.897
C 1.237 1.863 3.154
C -1.656 3.365 -0.553
C 0.219 -4.210 1.334
Ir -0.682 0.242 -0.004
H 0.047 -6.250 1.951
H -2.859 -2.203 -1.212
H -0.962 -3.332 -1.153
H -0.824 -1.535 3.156
H 0.860 4.388 0.922
H 1.677 -3.969 -4.454
H 2.877 -1.847 1.140
C 2.149 -1.052 1.309
C 0.824 3.951 4.268
C 2.919 3.525 -0.578
O -1.585 2.028 -1.067
H -1.086 -5.698 4.077
H -0.504 -4.341 -3.346
H -1.503 -3.340 4.679
P 1.284 1.472 0.402
O -1.146 -0.262 -2.397
H -3.100 -0.067 -1.884
C 3.117 4.013 -2.926
H -1.804 2.440 -3.076
C -3.870 -0.927 2.251
C 1.973 2.542 -0.868
C 2.163 -2.124 -1.658
H 2.941 -1.539 -1.190
H 3.318 0.774 1.494
H 4.217 5.023 -1.387
H -4.121 -0.520 3.221
H 3.390 -2.563 -3.358
H 1.909 2.828 -4.247
C -0.159 -5.219 2.205
H 0.892 1.527 -2.401
H 3.224 3.712 0.444
H -5.441 -2.381 2.211
H 3.196 0.173 -0.139
S -1.602 0.745 2.060
C 2.638 0.292 0.790
C 0.934 -2.323 -1.026
C -4.594 -1.961 1.685
H 0.621 -0.678 -3.328
H -1.014 3.409 0.324
H -2.679 3.604 -0.261
H 0.704 4.519 5.181
H 0.725 -4.466 0.413
C -0.657 -2.566 2.872
C -3.157 -1.891 -0.219
C 0.732 4.582 3.037
C 2.186 3.026 -3.218
H 1.171 2.089 5.279
C -2.319 1.875 -2.294
C -0.792 -4.907 3.400
H 1.434 0.802 3.234
P 0.562 -1.565 0.582
C 2.427 -2.712 -2.888
C 1.615 2.296 -2.188
C 1.140 2.484 1.907
C -2.411 0.384 -2.589
H -0.811 -0.756 -4.377
C 3.484 4.259 -1.610
C 1.466 -3.500 -3.502
H 0.550 5.647 2.983
H -2.777 0.200 -3.600
H 1.970 -1.028 2.386
C -1.032 -3.583 3.736
C -0.325 -0.204 -3.571
C -0.044 -2.876 1.657
H -4.769 -3.271 -0.026

Cartesian forces (eV/Å) of the 6 atoms listed first:
0.055 0.108 -0.098
0.000 0.011 -0.004
-0.065 0.059 0.006
0.000 -0.014 0.004
-0.003 -0.003 0.003
-0.231 0.126 0.143

[7]
DFT (the ωB97M-V functional and the def2-TZVPD basis) results for 2 unconnected molecules or ions with the total composition C4H10NO.

Output
E_LUMO (eV): -3.74
Gap between HOMO and LUMO (eV): 8.6
Electronic energy (eV): -7838.840
Charge: +1
Relative energy (zero: lowest compared OMol25 entry of this formula, charge and spin) (kJ/mol): 239.0

Positions of all 16 atoms, in Å:
H -0.630 -1.344 1.367
H 0.328 1.195 3.480
H 1.683 0.632 2.662
H 0.069 0.159 -4.384
C -0.808 0.000 -0.243
C -0.963 -0.443 1.018
H 1.082 1.950 2.164
C 0.280 -0.728 -2.637
H 0.257 -1.810 -0.951
H 0.933 -1.454 -3.093
H 0.118 0.397 1.855
H -1.173 1.018 -0.613
N 0.759 1.037 2.509
H -1.781 -0.105 1.671
O -0.068 0.311 -3.464
C -0.086 -0.815 -1.341

Cartesian forces (eV/Å) of the 6 atoms listed first:
1.064 -2.630 0.200
0.634 -0.332 -1.803
-0.170 -0.819 0.207
0.447 -0.525 -1.000
0.706 0.370 -3.608
-2.067 1.565 -0.451

[8]
DFT (the ωB97M-V functional and the def2-TZVPD basis) results for a single C4H6N2 molecule.

Output
E_LUMO (eV): 0.92
Gap between HOMO and LUMO (eV): 8.8
Electronic energy (eV): -7219.870
Relative energy (zero: lowest compared OMol25 entry of this formula, charge and spin) (kJ/mol): 552.0

Positions of all 12 atoms, in Å:
H -1.587 -1.082 1.313
N 2.265 0.810 0.903
H -0.134 2.324 0.178
C -0.557 0.111 0.022
H 0.784 -0.637 -1.553
N 2.012 -0.024 0.067
H 2.722 -0.636 -0.385
C -1.736 -0.676 0.319
H -1.891 -1.482 -0.407
C 0.709 0.015 -0.656
H -2.583 0.006 0.288
C -0.002 1.272 -0.088

Cartesian forces (eV/Å) of the 6 atoms listed first:
-0.501 -0.376 0.253
0.753 -0.744 0.057
0.430 -0.422 -0.848
-0.099 0.082 0.074
-0.002 1.381 -0.379
0.444 0.379 0.578

[9]
DFT (the ωB97M-V functional and the def2-TZVPD basis) results for a molecular structure, C2H6N2O3S.

Output
E_LUMO (eV): 0.21
Gap between HOMO and LUMO (eV): 10.2
Electronic energy (eV): -22123.045
Relative energy (zero: lowest compared OMol25 entry of this formula, charge and spin) (kJ/mol): 577.3

Positions of all 14 atoms, in Å:
C 0.072 1.232 -1.497
N 0.741 -0.059 2.193
H -0.872 -1.955 0.315
O 0.792 -1.202 1.669
H -1.392 -1.251 -1.251
H 1.001 1.468 -2.003
H -0.327 2.100 -0.994
N 0.460 0.895 1.393
H -0.637 0.823 -2.208
H -1.783 -0.424 0.288
O 0.906 0.149 3.369
O 1.638 -0.684 -0.763
S 0.463 -0.050 -0.270
C -1.063 -1.042 -0.240

Cartesian forces (eV/Å) of the 6 atoms listed first:
0.051 -0.202 0.707
0.149 -1.951 0.473
0.092 0.106 -0.071
0.368 -1.137 0.582
0.105 0.098 -0.208
0.123 -0.020 0.117

Question: Number 9 is which compound?
Answer: C2H6N2O3S

Question: Look up the electronic energy of the sixth one.
Answer: -74737.508 eV

Question: Among the records above, which one has the highest electronic energy?
Answer: C4H6N2

Question: The lowest electronic energy belongs to which entry?
Answer: C28H78F6HfN4O21S2